# C10H14B2F4MgN6

A molecular structure, C10H14B2F4MgN6 (ωB97M-V/def2-TZVPD, OMol25).

Positions of all 37 atoms, in Å:
H 1.399 3.913 1.227
N 1.098 2.114 0.089
B 0.217 0.574 -1.898
N 0.597 1.924 -1.215
C 0.632 3.097 -1.878
Mg 2.058 0.785 1.462
H 0.429 3.108 -2.942
C 0.974 4.099 -0.976
H 1.044 5.145 -1.178
C 1.195 3.456 0.257
H 0.462 0.655 -3.075
C -1.824 -2.937 2.466
H -1.228 -2.274 3.116
H -1.603 -2.666 1.426
H -1.563 -3.992 2.622
N -1.282 0.141 -1.704
N 1.129 -0.516 -1.269
N -1.794 -0.069 -0.463
N 1.595 -0.572 0.037
C -2.245 -0.112 -2.636
C 1.685 -1.510 -1.979
H -2.001 0.006 -3.677
H 1.544 -1.542 -3.055
C -3.395 -0.472 -1.959
C 2.406 -2.314 -1.110
C -3.069 -0.418 -0.571
C 2.301 -1.725 0.157
H -4.350 -0.722 -2.354
H 2.938 -3.201 -1.376
H -3.690 -0.597 0.302
H 2.700 -2.067 1.115
H -2.869 -2.779 2.615
F 2.295 0.239 3.405
B 0.828 0.286 3.757
F 0.637 1.281 4.683
F 0.310 0.653 2.464
F 0.441 -0.990 4.112

The HOMO-LUMO gap comes out at 7.33 eV. The value obtained for the total energy is -37214.725 eV. The calculation puts the max |F| at 2.1 eV/A. As for the HOMO energy: -8.56 eV. As for the relative energy (zero: lowest compared OMol25 entry of this formula, charge and spin): 165.03 kJ/mol.